(1)
C2H2FO4 | the ωB97M-V functional and the def2-TZVPD basis

## Properties
**Energy relative to the best compared isomer or geometry (same formula, charge and spin)**: 0.9794 eV
**Strongest force on any atom**: 4.3 eV Å⁻¹
**Charge**: -1
**Gap between HOMO and LUMO**: 9.512 eV
**Spin multiplicity**: 1
**LUMO**: 3.87 eV

Geometry (Å):
C (-0.686, -0.581, 0.289)
C (-0.139, -2.476, -1.587)
O (-1.220, 0.254, 1.017)
O (0.536, -0.319, -0.156)
O (-0.427, -3.591, -1.582)
O (-1.189, -1.732, -0.051)
F (-0.251, 2.295, 0.836)
H (0.813, -0.963, -0.951)
H (-0.683, 1.266, 0.929)

Cartesian forces, eV/Å:
C -0.349 -3.985 -1.605
C -0.005 -1.479 -0.243
O -1.321 -0.537 0.813
O 1.939 -0.581 -2.186
O 0.219 0.785 -0.285
O 0.292 2.155 0.893
F 0.076 0.250 0.053
H -1.463 1.554 2.444
H 0.613 1.840 0.115

=====

(2)
C28H48BrN3P2SSn | the ωB97M-V functional and the def2-TZVPD basis

## Properties
**Energy relative to the best compared isomer or geometry (same formula, charge and spin)**: 0.0689 eV
**Strongest force on any atom**: 2.1 eV Å⁻¹
**Charge**: +2
**Gap between HOMO and LUMO**: 3.102 eV
**Spin multiplicity**: 1
**LUMO**: -8.85 eV

Geometry (Å):
N (-1.252, 0.375, -11.288)
C (-1.991, -0.563, -10.692)
C (-1.834, -0.882, -9.335)
C (-0.943, -0.108, -8.561)
C (-0.163, 0.871, -9.215)
C (-0.344, 1.059, -10.593)
C (-0.845, -0.264, -7.120)
Sn (-0.347, 0.050, 0.227)
P (-1.962, 4.425, 4.001)
C (-0.480, 0.753, -6.294)
C (-0.464, 0.610, -4.860)
C (-0.419, 1.742, -4.017)
C (-0.493, 1.603, -2.629)
C (-0.542, 0.324, -2.069)
C (-0.634, -0.801, -2.874)
C (-0.552, -0.666, -4.261)
Br (0.149, 0.000, 2.947)
H (-1.147, -1.243, -6.732)
H (-0.266, 1.744, -6.708)
H (-2.429, -1.671, -8.876)
H (0.556, 1.468, -8.657)
H (-2.738, -1.089, -11.290)
H (0.265, 1.799, -11.117)
H (-0.351, 2.729, -4.474)
H (-0.567, -1.562, -4.880)
H (-0.522, 2.498, -2.003)
H (-0.765, -1.810, -2.471)
P (2.110, 0.930, -0.060)
C (-3.278, 3.565, 3.033)
C (-4.605, 4.322, 3.125)
H (-3.371, 2.549, 3.444)
H (-2.927, 3.499, 1.995)
H (-5.430, 3.665, 2.838)
H (-4.798, 4.682, 4.141)
H (-4.617, 5.183, 2.449)
C (-1.066, 5.343, 2.668)
C (-0.315, 6.538, 3.256)
H (-1.816, 5.666, 1.931)
H (-0.375, 4.638, 2.184)
H (-0.081, 7.258, 2.468)
H (-0.911, 7.053, 4.019)
H (0.629, 6.227, 3.715)
C (-0.753, 3.066, 4.282)
C (-0.919, 2.463, 5.675)
H (0.254, 3.491, 4.156)
H (-0.904, 2.305, 3.503)
H (-0.046, 1.850, 5.918)
H (-1.020, 3.245, 6.438)
H (-1.801, 1.815, 5.724)
C (3.267, 0.337, 1.227)
C (4.669, -0.064, 0.774)
H (2.751, -0.490, 1.736)
H (3.340, 1.150, 1.964)
H (4.669, -0.960, 0.142)
H (5.168, 0.748, 0.229)
H (5.277, -0.281, 1.661)
C (2.135, 2.757, 0.150)
C (2.450, 3.609, -1.083)
H (2.898, 2.944, 0.923)
H (1.162, 3.027, 0.591)
H (3.533, 3.637, -1.259)
H (1.961, 3.254, -1.999)
H (2.118, 4.639, -0.896)
C (2.927, 0.583, -1.655)
C (2.961, -0.895, -2.057)
H (3.951, 0.972, -1.541)
H (2.434, 1.184, -2.433)
H (2.822, -0.977, -3.144)
H (3.935, -1.337, -1.813)
H (2.175, -1.497, -1.577)
C (-1.850, -4.526, 2.960)
N (-1.286, -3.270, 2.444)
C (-0.123, -3.191, 1.756)
S (-0.002, -2.481, 0.167)
N (0.969, -3.780, 2.243)
C (1.115, -4.301, 3.600)
H (-1.133, -5.346, 2.892)
H (-2.744, -4.782, 2.381)
H (-2.172, -4.390, 3.999)
H (-1.989, -2.604, 2.127)
H (1.807, -3.643, 1.678)
H (1.255, -5.386, 3.532)
H (2.016, -3.878, 4.053)
H (0.248, -4.070, 4.223)

Cartesian forces, eV/Å:
N -0.122 -0.009 -0.335
C 0.492 0.073 0.746
C 0.260 0.555 0.080
C 0.156 0.282 -1.186
C -0.573 -0.333 -0.409
C -0.101 -0.323 0.938
C 0.101 0.527 0.592
Sn 1.859 -0.935 0.007
P -0.026 0.341 0.211
C -0.284 -0.621 -0.973
C -0.007 -0.317 0.881
C 0.045 -0.472 0.155
C -0.036 0.337 0.248
C -0.582 0.493 0.385
C -0.185 -0.775 -0.047
C 0.081 0.421 0.579
Br -0.739 0.052 -1.833
H 0.080 0.452 -0.067
H -0.121 -0.401 0.167
H 0.099 0.197 -0.101
H -0.092 -0.165 -0.245
H 0.314 0.200 0.033
H -0.272 -0.253 -0.031
H -0.051 -0.162 0.250
H 0.025 0.226 0.319
H 0.051 -0.226 -0.215
H 0.061 0.337 -0.024
P 0.845 0.409 -0.020
C 0.219 0.010 0.145
C -0.203 -0.166 -0.173
H -0.039 0.179 -0.096
H -0.164 -0.232 0.005
H -0.007 0.160 -0.017
H 0.081 -0.104 -0.196
H 0.012 -0.058 0.155
C -0.300 -0.063 0.138
C 0.157 0.179 -0.249
H 0.203 -0.003 0.125
H -0.097 0.152 -0.188
H 0.091 -0.006 0.139
H 0.105 -0.121 -0.189
H -0.151 0.055 0.031
C -0.136 0.071 -0.097
C 0.216 -0.251 -0.031
H -0.184 -0.090 0.070
H 0.151 0.311 0.213
H -0.107 -0.018 0.149
H 0.046 -0.215 -0.171
H 0.051 0.162 0.059
C -0.300 -0.383 0.560
C 0.226 -0.029 -0.071
H 0.306 0.116 -0.017
H -0.172 -0.264 -0.128
H -0.010 0.261 0.182
H -0.055 -0.199 0.157
H -0.144 0.049 -0.221
C -0.231 0.155 0.298
C 0.056 0.173 -0.135
H -0.374 0.003 -0.187
H 0.301 0.091 -0.070
H -0.321 -0.031 -0.055
H 0.062 0.148 0.260
H 0.128 -0.274 -0.094
C -0.227 0.118 -0.233
C 0.080 -0.307 -0.289
H -0.363 0.025 -0.096
H 0.092 -0.151 0.305
H 0.060 -0.070 0.360
H -0.373 0.017 -0.080
H 0.229 0.159 -0.134
C -0.417 -0.149 0.587
N 0.368 0.451 -1.258
C -0.028 -0.601 1.588
S -0.094 0.644 -0.489
N -0.651 1.043 -0.670
C 0.359 -0.549 0.107
H -0.143 0.211 -0.030
H 0.269 0.026 -0.031
H 0.209 -0.118 -0.167
H 0.278 -0.393 0.020
H -0.315 -0.302 0.264
H -0.121 0.163 0.229
H -0.167 0.041 -0.122
H 0.260 0.064 -0.272

=====

(3)
C58H50AsBiN6O4Si | the ωB97M-V functional and the def2-TZVPD basis

## Properties
**Strongest force on any atom**: 0.6 eV Å⁻¹
**Charge**: 0
**Gap between HOMO and LUMO**: 8.538 eV
**Spin multiplicity**: 1
**LUMO**: 0.23 eV

Geometry (Å):
Bi (0.396, -0.454, 0.213)
O (-3.132, -2.069, 2.176)
C (-2.339, -1.606, 1.364)
N (-1.416, -0.645, 1.579)
C (-1.252, -0.245, 2.972)
C (-0.099, -1.023, 3.571)
C (-0.140, -1.579, 4.839)
C (0.912, -2.385, 5.251)
C (1.974, -2.605, 4.391)
C (1.951, -1.988, 3.154)
N (0.948, -1.208, 2.756)
C (-2.323, -2.153, -0.042)
C (-3.408, -2.843, -0.541)
C (-3.351, -3.313, -1.839)
C (-2.199, -3.109, -2.586)
C (-1.145, -2.438, -2.006)
N (-1.208, -1.969, -0.754)
H (-2.163, -0.452, 3.530)
H (-1.052, 0.825, 3.008)
H (-0.999, -1.405, 5.477)
H (0.890, -2.852, 6.229)
H (2.795, -3.256, 4.659)
H (2.763, -2.108, 2.449)
H (-4.270, -2.974, 0.098)
H (-4.197, -3.833, -2.270)
H (-2.111, -3.461, -3.605)
H (-0.213, -2.288, -2.531)
O (-3.270, 0.614, -1.008)
C (-2.278, 1.297, -0.912)
N (-1.000, 0.933, -1.351)
C (-0.857, 0.801, -2.690)
O (-1.685, 1.071, -3.555)
C (0.518, 0.327, -3.146)
C (0.748, 0.075, -4.491)
C (2.016, -0.323, -4.878)
C (3.017, -0.430, -3.920)
C (2.697, -0.160, -2.603)
N (1.468, 0.198, -2.221)
C (-2.349, 2.638, -0.218)
C (-3.384, 3.492, -0.578)
C (-3.403, 4.766, -0.037)
C (-2.417, 5.120, 0.873)
C (-1.449, 4.182, 1.199)
N (-1.390, 2.968, 0.648)
H (-0.070, 0.207, -5.186)
H (2.230, -0.537, -5.918)
H (4.023, -0.728, -4.186)
H (3.440, -0.221, -1.816)
H (-4.142, 3.144, -1.267)
H (-4.175, 5.471, -0.320)
H (-2.389, 6.106, 1.320)
H (-0.679, 4.415, 1.930)
C (4.363, -5.523, -0.363)
C (3.983, -4.061, -0.074)
C (4.571, -3.626, 1.275)
C (4.619, -3.181, -1.165)
Si (2.098, -3.809, -0.144)
O (1.703, -2.234, -0.176)
C (1.236, -4.676, 1.295)
C (1.797, -5.656, 2.122)
C (1.080, -6.208, 3.180)
C (-0.218, -5.790, 3.438)
C (-0.806, -4.825, 2.627)
C (-0.080, -4.285, 1.574)
C (1.510, -4.644, -1.731)
C (1.688, -4.001, -2.963)
C (1.273, -4.584, -4.155)
C (0.672, -5.838, -4.139)
C (0.490, -6.499, -2.931)
C (0.904, -5.905, -1.742)
H (5.455, -5.625, -0.387)
H (3.974, -5.853, -1.330)
H (3.986, -6.215, 0.394)
H (5.653, -3.808, 1.287)
H (4.133, -4.168, 2.120)
H (4.423, -2.555, 1.444)
H (5.712, -3.207, -1.074)
H (4.291, -2.144, -1.069)
H (4.358, -3.529, -2.170)
H (2.810, -5.996, 1.949)
H (1.539, -6.966, 3.805)
H (-0.775, -6.219, 4.264)
H (-1.819, -4.486, 2.812)
H (-0.545, -3.534, 0.950)
H (2.161, -3.021, -2.989)
H (1.416, -4.060, -5.094)
H (0.352, -6.301, -5.065)
H (0.023, -7.476, -2.914)
H (0.741, -6.427, -0.803)
C (1.301, 6.195, 4.175)
C (0.750, 5.033, 4.701)
C (0.779, 3.859, 3.961)
C (1.371, 3.840, 2.702)
C (1.916, 5.000, 2.174)
C (1.881, 6.176, 2.914)
As (1.416, 2.125, 1.787)
C (3.148, 1.543, 2.495)
C (3.410, 1.050, 3.764)
C (4.706, 0.684, 4.102)
C (5.730, 0.800, 3.165)
C (5.472, 1.308, 1.900)
C (4.177, 1.693, 1.562)
C (3.759, 2.302, 0.275)
C (4.588, 2.590, -0.805)
C (4.057, 3.182, -1.945)
C (2.700, 3.480, -2.025)
C (1.865, 3.190, -0.955)
C (2.402, 2.625, 0.194)
H (1.273, 7.115, 4.746)
H (0.295, 5.043, 5.685)
H (0.334, 2.956, 4.366)
H (2.372, 4.991, 1.192)
H (2.314, 7.081, 2.503)
H (2.610, 0.944, 4.489)
H (4.918, 0.300, 5.092)
H (6.737, 0.494, 3.425)
H (6.281, 1.406, 1.185)
H (5.644, 2.349, -0.764)
H (4.708, 3.410, -2.780)
H (2.293, 3.925, -2.925)
H (0.801, 3.398, -1.014)

Cartesian forces, eV/Å:
Bi 0.085 -0.477 -0.194
O -0.036 0.018 -0.007
C 0.176 0.144 0.060
N -0.189 -0.222 -0.015
C 0.113 -0.206 -0.159
C 0.035 0.002 -0.193
C 0.019 0.012 0.084
C -0.079 0.028 0.070
C 0.034 -0.051 0.008
C -0.007 0.249 -0.074
N -0.149 -0.160 0.096
C 0.159 0.188 -0.009
C -0.099 -0.036 0.012
C -0.014 -0.038 -0.061
C -0.081 -0.062 -0.074
C 0.195 0.073 0.267
N -0.250 0.174 -0.242
H -0.062 0.002 0.019
H 0.061 0.143 0.024
H 0.031 -0.040 -0.057
H -0.005 0.003 -0.036
H -0.012 0.038 -0.010
H -0.058 -0.020 0.013
H 0.019 -0.002 -0.019
H 0.021 0.005 0.011
H 0.007 -0.015 0.045
H 0.005 0.054 -0.015
O -0.021 0.039 -0.155
C 0.208 -0.215 0.366
N 0.066 -0.124 -0.157
C -0.054 0.044 0.083
O 0.089 -0.025 0.068
C -0.034 0.125 0.244
C 0.020 0.014 -0.048
C -0.028 0.015 -0.022
C 0.045 0.001 -0.046
C -0.205 0.084 0.132
N 0.108 -0.246 -0.138
C 0.030 0.028 -0.256
C -0.065 -0.008 0.124
C 0.011 0.050 0.048
C -0.069 -0.001 -0.068
C -0.105 0.024 0.036
N 0.003 0.087 -0.088
H 0.012 -0.015 -0.001
H -0.007 0.002 0.014
H -0.040 0.028 0.014
H -0.033 -0.067 -0.010
H 0.056 0.024 -0.008
H 0.018 -0.021 0.023
H -0.012 -0.054 0.006
H -0.292 0.042 -0.214
C -0.011 0.017 0.025
C 0.162 0.054 -0.052
C -0.034 -0.027 0.013
C -0.019 -0.032 -0.018
Si -0.150 0.151 -0.014
O -0.063 0.040 0.126
C -0.027 -0.055 0.154
C -0.112 0.039 0.009
C 0.000 0.061 -0.060
C -0.009 0.020 -0.036
C 0.060 -0.001 0.007
C 0.105 -0.066 0.080
C -0.079 -0.061 -0.156
C 0.036 -0.047 0.021
C -0.013 -0.010 0.070
C 0.010 0.022 0.032
C 0.026 0.066 0.032
C -0.016 0.119 -0.022
H -0.047 0.011 0.006
H 0.027 0.026 0.044
H 0.060 0.041 -0.087
H -0.022 -0.001 0.005
H 0.042 0.057 -0.069
H 0.047 -0.045 -0.052
H -0.062 -0.014 -0.035
H 0.051 -0.016 0.020
H 0.020 0.020 0.089
H -0.063 -0.001 0.050
H -0.003 0.020 -0.014
H 0.020 0.016 -0.025
H 0.033 0.006 -0.002
H 0.018 -0.044 0.038
H -0.090 -0.049 -0.008
H 0.009 -0.021 0.019
H -0.002 0.019 0.019
H 0.006 0.023 0.005
H 0.011 0.014 -0.043
C -0.034 -0.022 -0.009
C -0.001 0.021 -0.022
C 0.097 0.125 0.054
C 0.080 -0.100 0.237
C 0.119 0.114 0.063
C -0.021 0.013 -0.002
As 0.502 0.023 0.256
C -0.081 0.175 -0.042
C -0.007 -0.066 -0.041
C 0.047 -0.034 -0.060
C -0.063 -0.011 0.039
C 0.011 -0.012 -0.018
C 0.017 0.045 -0.170
C 0.096 -0.067 0.123
C -0.006 -0.039 -0.098
C -0.007 -0.032 0.056
C 0.066 -0.028 0.016
C -0.022 0.040 0.038
C -0.261 -0.074 -0.121
H 0.012 -0.032 -0.011
H -0.001 -0.003 -0.028
H -0.016 -0.021 0.014
H -0.004 0.018 0.026
H -0.022 -0.014 0.002
H 0.006 -0.014 -0.005
H 0.003 0.000 -0.016
H -0.036 0.033 0.003
H -0.038 -0.006 0.028
H -0.025 0.034 -0.005
H -0.014 -0.018 0.009
H 0.015 -0.001 0.020
H 0.047 -0.034 0.002

=====

Asked for highest occupied orbital energy across the records above, the calculation gives -0.2073; -0.4393; -0.3053 Ha in order.